1.
The following is a DFT calculation (wB97M-V/def2-TZVPD) of C24H27CoN5Sb as an isolated structure.

Geometry as XYZ:
```
58
Properties=species:S:1:pos:R:3:forces:R:3
Co 0.11885 0.09595 -1.84789 0.5 0.0 0.4
C 0.72178 -3.78295 -2.85683 0.0 0.0 0.0
C -0.34846 -4.49808 -2.31408 0.0 -0.1 0.0
C -1.32774 -3.82348 -1.63267 -0.1 -0.1 0.0
C -1.25765 -2.43009 -1.47285 0.0 0.1 -0.1
N -0.21379 -1.75436 -1.98913 0.0 -0.5 0.0
C 0.74322 -2.43047 -2.66715 0.0 0.1 0.0
N -2.27495 -1.83310 -0.76682 0.0 -0.5 0.1
C -2.36280 -0.56660 -0.60128 0.0 0.3 -0.1
N -1.52304 0.41243 -1.08542 -0.5 0.1 0.3
C -1.95475 1.64235 -0.63415 -0.1 -0.3 -0.1
N -1.41718 2.78619 -0.82916 0.2 0.4 0.1
C -0.25728 2.95717 -1.54720 0.0 -0.1 -0.1
C 0.17460 4.27678 -1.75509 -0.1 0.1 0.0
C 1.31529 4.53323 -2.47052 0.0 0.1 0.0
C 2.04963 3.46541 -2.99039 0.0 0.0 0.0
C 1.59494 2.20133 -2.74133 0.0 -0.1 0.0
N 0.47211 1.93598 -2.03464 0.2 0.5 -0.1
C -3.18000 1.44149 0.16858 0.1 0.1 0.0
C -3.97944 2.33580 0.84802 -0.1 0.1 0.0
C -5.05549 1.81467 1.56115 0.0 0.0 0.0
C -5.30581 0.44422 1.58575 0.0 0.0 0.0
C -4.48930 -0.44787 0.89633 -0.1 -0.1 0.0
C -3.42985 0.08160 0.19085 0.1 -0.1 0.0
H 1.51169 -4.27062 -3.40932 0.0 0.0 0.0
H -0.39797 -5.57322 -2.42737 0.0 0.0 0.0
H -2.18151 -4.32195 -1.19601 0.0 0.0 0.0
H 1.55810 -1.83046 -3.06077 0.0 0.0 0.0
H -0.43531 5.06227 -1.33157 0.0 0.0 0.0
H 1.64832 5.55086 -2.62807 0.0 0.0 0.0
H 2.95027 3.61968 -3.56648 0.0 0.0 0.0
H 2.14063 1.33588 -3.10491 0.0 0.0 0.0
H -3.77102 3.39737 0.82217 0.0 0.0 0.0
H -5.71050 2.48061 2.10798 0.0 0.0 0.0
H -6.14865 0.07199 2.15366 0.0 0.0 0.0
H -4.67123 -1.51466 0.90674 0.0 0.0 0.0
C 4.39044 -1.44486 0.66667 0.0 0.1 0.1
C 3.60183 -0.29570 1.29026 -0.1 -0.1 -0.2
Sb 1.60241 -0.18023 0.52171 -0.2 -0.1 -0.2
C 0.83473 -2.02907 1.31546 0.0 0.1 0.1
C 1.15081 -2.33484 2.77908 0.0 -0.1 -0.1
C 0.79107 1.36103 1.78733 0.0 -0.1 0.0
C 1.28306 1.37816 3.23435 0.0 0.1 -0.1
H 5.37749 -1.52506 1.12442 0.0 0.0 0.0
H 4.53670 -1.29837 -0.40462 0.0 0.0 0.0
H 3.88839 -2.40413 0.80872 0.0 0.0 0.0
H 4.07597 0.66867 1.10753 0.0 0.0 0.0
H 3.49606 -0.42021 2.36761 0.0 0.0 0.0
H 1.25760 -2.79550 0.66085 -0.1 0.0 0.0
H -0.24493 -2.01729 1.13936 0.1 0.0 0.0
H 2.22374 -2.33082 2.97536 0.0 0.0 0.0
H 0.77688 -3.32537 3.04486 0.0 0.0 0.0
H 0.67977 -1.62140 3.45120 0.0 0.0 0.0
H -0.29765 1.26696 1.73384 0.1 0.0 0.0
H 1.05351 2.29454 1.28487 -0.1 0.0 0.0
H 1.00689 0.47585 3.77389 0.0 0.0 0.0
H 0.84354 2.22415 3.76592 0.0 0.0 0.0
H 2.36601 1.48813 3.29122 0.0 0.0 0.0
```
Positions in Å, forces in eV/Å.

* DFT total energy: -76936.725 eV
* HOMO level (spin up / spin down): -10.98 / -11.25 eV
* spin multiplicity: 2
* frontier orbital gap (spin up / spin down): 7.4016 / 7.6869 eV
* net charge: +1
* ⟨S²⟩: 0.762

Atom charges from the natural (NBO) analysis, given in e for atoms 1 to 6: Co 1.0029; C -0.2534; C -0.1323; C -0.2193; C 0.3866; N -0.5402

2.
The following is a DFT calculation (wB97M-V/def2-TZVPD) of C24H27F5N2O5SeZn as an isolated structure.

Geometry as XYZ:
```
65
Properties=species:S:1:pos:R:3:forces:R:3
Zn 0.09656 -0.60246 -1.76451 0.4 -0.1 -0.3
C -4.07660 0.13090 -1.19718 0.0 0.0 0.0
N -3.27245 1.35271 -1.18814 -0.1 0.0 0.0
C -3.84560 2.56075 -0.61261 0.0 0.0 -0.1
C -2.07508 1.32053 -1.77523 -0.1 0.0 0.2
O -1.66861 0.27697 -2.30264 0.2 -0.1 -0.2
C -1.22999 2.58431 -1.74472 0.1 -0.1 -0.1
O -0.15431 2.42901 -2.62340 0.0 0.0 0.0
C 1.11584 2.78900 -2.15262 0.0 0.0 -0.1
C 2.06806 1.60773 -2.31083 -0.1 0.0 0.2
O 1.69309 0.56203 -2.83912 -0.2 0.1 0.0
N 3.31210 1.76851 -1.84065 0.1 0.1 0.0
C 4.24926 0.65314 -1.86596 0.0 0.0 0.0
C 3.74375 2.98273 -1.16121 -0.1 -0.1 0.0
H -4.78868 0.17575 -0.37679 0.0 0.0 0.0
H -3.42744 -0.73091 -1.06856 0.0 0.0 0.0
H -4.61667 0.02156 -2.13929 0.0 0.0 0.0
H -4.51370 2.27453 0.19543 0.0 0.0 0.0
H -4.41661 3.13155 -1.34833 0.0 0.0 0.0
H -3.07481 3.19975 -0.18948 0.0 0.0 0.0
H -0.89582 2.72104 -0.71159 0.0 0.0 0.0
H -1.83503 3.44492 -2.04086 0.0 0.0 0.0
H 1.09226 3.09179 -1.10343 0.0 0.0 0.0
H 1.49133 3.62744 -2.74709 0.0 0.1 0.0
H 3.77036 -0.21264 -2.31246 0.0 0.0 0.0
H 4.55825 0.40684 -0.84855 0.0 0.0 0.0
H 5.13025 0.91672 -2.45361 0.0 0.0 0.0
H 3.42019 3.87760 -1.68946 0.0 0.0 0.0
H 4.83034 2.98997 -1.13327 0.0 0.0 0.0
H 3.37506 3.02449 -0.13263 0.0 0.0 0.0
C 0.26073 1.03678 6.29239 0.0 0.0 -0.1
C 0.15922 0.69412 4.82816 0.0 0.0 0.0
C -1.07672 0.54876 4.21318 0.0 0.0 0.0
C -1.18879 0.27411 2.85380 0.0 0.0 0.0
C -2.55130 0.11084 2.22609 0.1 0.0 0.0
C -0.02389 0.16372 2.09480 0.0 0.0 0.0
C 1.23564 0.28800 2.69025 0.0 0.0 0.0
C 2.50245 0.12415 1.88641 -0.1 0.0 0.0
C 1.30411 0.54438 4.05292 0.0 0.0 0.0
C -0.11966 -0.08535 0.62211 0.0 0.1 -0.1
O -0.73048 -1.08216 0.17267 -0.1 0.3 0.3
O 0.44341 0.74579 -0.17514 -0.1 -0.2 0.3
H -0.70243 0.92332 6.78965 0.0 0.0 0.0
H 0.58378 2.07234 6.41964 0.0 0.0 0.0
H 0.98792 0.40275 6.80245 0.0 0.0 0.0
H -1.97965 0.63813 4.80914 0.0 0.0 0.0
H -3.33448 0.34945 2.94576 0.0 0.0 0.0
H -2.69326 -0.91048 1.87266 0.0 0.0 0.0
H -2.66547 0.76536 1.35766 0.0 0.0 0.0
H 2.48896 -0.80418 1.31072 0.0 0.0 0.0
H 3.37153 0.11118 2.54379 0.0 0.0 0.0
H 2.61277 0.94058 1.17049 0.0 0.0 0.0
H 2.28024 0.62631 4.52187 0.0 0.0 0.0
F -1.62942 -7.36007 -2.53938 0.0 0.0 0.0
C -0.89373 -6.25478 -2.39353 0.0 -0.2 0.0
C -1.48907 -5.01208 -2.42693 -0.1 0.1 0.0
F -2.81028 -4.91480 -2.61416 0.0 0.0 0.0
C -0.71674 -3.87830 -2.26985 0.1 0.0 0.0
F -1.36143 -2.69663 -2.34362 0.0 0.0 0.0
C 0.65664 -3.92605 -2.07054 -0.2 0.0 0.1
Se 1.73684 -2.38549 -1.85042 -0.1 0.1 -0.3
C 1.22212 -5.19625 -2.05170 0.0 0.1 0.0
F 2.53961 -5.33770 -1.86999 0.0 0.0 0.0
C 0.47206 -6.34470 -2.20971 0.0 -0.1 0.0
F 1.05345 -7.54731 -2.18286 0.0 0.0 0.0
```
Positions in Å, forces in eV/Å.

* DFT total energy: -165897.621 eV
* HOMO level: -7.26 eV
* frontier orbital gap: 7.5067 eV
* net charge: 0

Atom charges from the natural (NBO) analysis, given in e for atoms 1 to 6: Zn 1.5935; C -0.4173; N -0.3973; C -0.4141; C 0.7034; O -0.7462

3.
The following is a DFT calculation (wB97M-V/def2-TZVPD) of C24H27FHoN3O3 as an isolated structure at a distorted geometry.

Geometry as XYZ:
```
59
Properties=species:S:1:pos:R:3:forces:R:3
C -2.08537 -3.39961 -5.59642 0.3 -0.2 0.4
C -0.80034 -3.78042 -5.62592 -0.2 0.1 0.4
H -2.36616 -2.35119 -5.51163 0.1 -0.1 -0.1
H -2.89540 -4.12383 -5.66471 0.1 0.1 -0.1
H -0.51849 -4.82808 -5.72054 -0.1 0.1 -0.1
H 0.01008 -3.05550 -5.56671 -0.1 -0.1 -0.1
Ho -1.27485 -3.82252 -2.43658 2.6 4.7 -3.8
C -2.97092 -5.05382 -1.37927 1.4 -1.0 0.7
C -2.45446 -5.90609 -2.40611 0.3 -0.2 1.4
C -0.68927 -5.52063 -0.91539 -2.9 -1.7 0.5
C -1.85990 -4.73158 -0.47469 -0.4 -3.6 -0.8
H -3.00383 -6.26451 -3.25685 -0.1 -0.1 -0.1
H -0.40726 -6.79854 -2.72244 0.2 -0.2 -0.2
H 0.27176 -5.55455 -0.43185 -0.3 -0.2 -0.1
C -1.05662 -6.19432 -2.12277 -1.4 0.3 1.6
H -1.90036 -4.10683 0.37515 0.0 0.5 0.8
H -3.97872 -4.67640 -1.30277 0.0 0.0 0.0
F -1.59237 3.79900 -1.24957 0.5 -1.0 0.7
C -0.96161 2.74437 -0.61845 -0.2 0.8 -0.6
C -1.11953 1.47017 -1.13053 0.3 0.3 0.3
C -0.36650 0.38707 -0.60565 -0.6 0.6 0.7
C -0.34146 -0.92639 -1.20160 0.2 -0.3 0.6
O -1.10381 -1.48146 -2.06129 0.0 1.1 0.7
C 0.78310 -1.63476 -0.67895 1.4 1.3 -0.2
C 1.40676 -1.45178 0.48549 0.3 0.7 0.6
N 1.17744 -0.35054 1.22249 0.3 0.8 -0.5
C 1.70951 -0.24518 2.59799 -2.6 -0.5 1.1
C 1.06365 -1.33385 3.44730 0.9 -1.5 1.4
C 2.54173 -1.31288 3.28523 1.2 1.2 -1.1
C 0.41881 0.64413 0.57444 0.4 -0.7 0.3
C 0.51518 1.92844 1.07479 -0.6 1.8 -0.4
C -0.08172 3.05106 0.46018 0.5 -1.5 0.3
N 0.31749 4.31550 0.90928 0.2 0.2 0.0
C 1.69688 4.58359 1.37074 -0.3 -0.3 -0.2
C 1.68608 5.07084 2.82318 0.1 -0.8 -0.6
N 0.83928 6.29748 2.88711 0.1 0.5 0.7
C -0.55678 6.04935 2.40834 -0.6 -0.7 -0.7
C -0.53458 5.49783 0.96569 0.1 -0.1 -0.1
C 1.21992 -2.63671 -1.60668 -5.0 -2.2 -0.7
O 1.33426 -2.38211 -2.77818 2.0 -0.2 -1.3
O 0.48951 -3.69594 -1.21095 2.7 0.5 -0.6
H -1.75156 1.29532 -2.00657 0.2 0.2 0.3
H 2.12082 -2.20406 0.78958 0.1 0.3 0.3
H 1.51455 0.67053 3.18088 0.6 -0.2 -1.2
H 0.83713 -1.13091 4.50575 -0.7 -0.1 -0.9
H 0.68880 -2.25885 2.98543 -0.6 0.9 0.2
H 3.04396 -2.01001 2.59811 -0.1 0.2 0.8
H 3.11931 -0.86786 4.10785 0.0 -0.6 -0.6
H 1.14403 2.14897 1.92311 0.0 -0.3 0.0
H 2.16461 5.35801 0.73047 -0.3 -0.1 0.1
H 2.36427 3.70299 1.29231 -0.6 0.4 0.0
H 1.24518 4.30258 3.47478 0.0 0.4 -0.1
H 2.69189 5.30141 3.15940 0.0 0.2 0.1
H 0.80621 6.62143 3.87197 0.1 0.1 -0.7
H 1.28092 7.04228 2.31355 -0.3 -0.3 0.4
H -1.11768 6.97631 2.45136 0.0 0.2 0.1
H -1.01306 5.30379 3.07474 0.2 0.3 -0.1
H -0.12923 6.27176 0.27987 -0.3 -0.2 0.2
H -1.57131 5.25747 0.65649 0.7 0.2 0.2
```
Positions in Å, forces in eV/Å.

* DFT total energy: -64437.536 eV
* HOMO level (spin up / spin down): -13.03 / -13.05 eV
* spin multiplicity: 5
* frontier orbital gap (spin up / spin down): 7.6896 / 7.7103 eV
* net charge: +2
* ⟨S²⟩: 6.004

Atom charges from the natural (NBO) analysis, given in e for atoms 1 to 6: C -0.3988; C -0.4016; H 0.2200; H 0.2205; H 0.2217; H 0.2327

4.
The following is a DFT calculation (wB97M-V/def2-TZVPD) of a 2-piece molecular cluster, C24H27N2O3 overall at a distorted geometry.

Geometry as XYZ:
```
56
Properties=species:S:1:pos:R:3:forces:R:3
C -2.03289 1.16518 3.76650 -0.7 0.6 0.1
O -1.06609 0.14658 3.66068 2.8 0.1 -1.9
C -0.02863 0.42747 2.76383 -1.3 -0.5 1.2
C 1.04963 -0.47057 2.70089 0.0 -0.4 0.2
C 2.10654 -0.25782 1.85650 -0.1 0.1 0.0
C 2.13164 0.88077 1.01576 -0.2 0.5 -0.3
C 3.18575 1.13469 0.13953 -0.5 2.4 -1.3
O 3.22851 2.23143 -0.66641 -1.2 -3.2 3.0
C 4.39711 2.26689 -1.45316 1.5 0.2 -1.1
C 1.04145 1.77498 1.07507 -0.1 -0.1 0.1
C -0.00701 1.55286 1.92534 -0.3 0.3 0.0
H -2.75477 0.88584 4.53421 0.2 -0.2 -0.1
H -1.55611 2.10344 4.05454 -0.1 0.0 0.0
H -2.55691 1.28506 2.81733 -0.1 0.1 0.1
H 1.02465 -1.33842 3.33730 0.0 -0.2 0.1
H 2.93253 -0.94843 1.82881 0.1 -0.2 0.1
H 4.00479 0.43431 0.07929 0.4 0.0 -0.2
H 4.41497 3.20867 -2.00437 -0.1 -0.1 0.2
H 5.27122 2.21078 -0.80212 0.0 0.1 -0.1
H 4.39133 1.43074 -2.15594 0.0 0.1 0.0
H 1.05297 2.63400 0.42815 -0.1 0.2 -0.1
H -0.82632 2.24591 1.94450 -0.1 0.2 -0.1
C 6.89939 0.04769 7.98801 -0.5 0.1 -0.7
N 5.66508 0.08108 7.19979 -0.4 0.5 0.1
C 4.74483 -1.02461 7.46552 0.5 0.7 -0.4
C 5.55119 0.89015 6.02311 0.6 -0.8 0.6
C 6.16788 0.52025 4.81746 -0.6 0.2 1.5
C 6.13121 1.35439 3.74317 -0.2 0.6 -0.4
N 5.46986 2.55560 3.80510 0.1 0.2 0.0
C 5.43183 3.45674 2.73109 -0.7 0.3 0.0
C 6.29396 3.45197 1.64075 0.4 -0.9 0.6
C 6.19756 4.55976 0.65973 -0.3 0.6 -0.1
C 6.82203 4.41809 -0.57036 0.1 -0.3 0.1
C 6.71468 5.39937 -1.53009 0.0 0.1 -0.2
C 5.99388 6.54733 -1.26732 0.0 0.2 -0.3
C 5.39650 6.71848 -0.03693 -0.2 0.3 0.0
C 5.50098 5.73891 0.92249 0.1 -0.4 0.1
O 7.13983 2.55061 1.46676 0.3 -0.3 -0.5
C 4.84049 2.91969 4.97500 0.4 -0.4 -0.6
C 4.87771 2.11832 6.07182 0.3 -0.9 0.0
H 7.54743 0.87631 7.71173 0.0 0.0 0.0
H 6.66425 0.12899 9.04721 0.0 0.0 0.1
H 7.43053 -0.88563 7.81525 0.3 -0.2 0.1
H 3.87833 -0.95824 6.81170 -0.1 0.0 0.0
H 5.24538 -1.97499 7.29260 0.0 -0.4 0.0
H 4.40920 -0.98335 8.49945 -0.1 -0.1 0.1
H 6.67268 -0.42774 4.76052 0.2 -0.1 -0.1
H 6.63122 1.10796 2.82387 -0.1 0.4 -0.2
H 4.68850 4.22496 2.79705 -0.2 0.0 0.5
H 7.38986 3.52142 -0.75663 0.1 -0.2 0.0
H 7.18796 5.26995 -2.48828 0.1 0.0 -0.2
H 5.90229 7.31233 -2.01958 0.0 0.1 -0.1
H 4.84726 7.62042 0.17658 -0.1 0.2 0.0
H 5.05462 5.89486 1.88736 -0.1 0.1 0.2
H 4.34524 3.87240 5.01497 0.1 0.2 -0.4
H 4.41803 2.42093 6.99425 -0.1 0.1 0.2
```
Positions in Å, forces in eV/Å.

* DFT total energy: -34439.188 eV
* HOMO level: -9.57 eV
* frontier orbital gap: 4.3457 eV
* net charge: +1

Atom charges from the natural (NBO) analysis, given in e for atoms 1 to 6: C -0.2641; O -0.4446; C 0.4362; C -0.2763; C -0.0849; C -0.1822

> Among the records above, which one has the lowest net charge?

C24H27F5N2O5SeZn

> Number 4 is which compound?

C24H27N2O3

> The lowest net charge belongs to which entry?

C24H27F5N2O5SeZn